{
  "formula": "C4H9N2",
  "method": "ωB97M-V/def2-TZVPD",
  "elements": ["N", "N", "C", "C", "C", "C", "H", "H", "H", "H", "H", "H", "H", "H", "H"],
  "positions_angstrom": [[1.1035, -1.0511, 0.4851], [-1.0448, -0.3658, 1.0278], [0.6870, 1.1923, 0.1162], [1.0766, 2.3286, 0.2604], [0.2094, -0.1412, -0.0353], [-0.6214, -0.3854, -1.3092], [-1.1473, 0.4946, 1.5075], [-1.0993, -1.2906, -1.2969], [1.4565, 3.2689, 0.0382], [1.7305, -0.5135, 1.0739], [1.4361, -1.8924, 0.0058], [-1.7496, -0.4649, 0.3294], [0.0761, -0.3640, -2.1824], [-0.7897, -1.2088, 1.4805], [-1.3235, 0.3933, -1.5010]],
  "atomic_forces_ev_per_a": [[1.5621, -0.7959, -0.2308], [0.3389, 1.5113, -2.0987], [0.2488, 2.4687, 0.3226], [-0.7356, -2.4733, -0.8465], [-2.2710, -1.0422, 0.1946], [3.9059, 1.5826, -1.5471], [-0.4158, 0.5609, 1.4499], [-1.0774, -2.4961, 0.0803], [0.4483, 1.3257, 0.3306], [0.6644, -1.0632, -0.1923], [-0.1286, 0.8390, 0.1519], [-1.4528, -0.3557, 0.4892], [-0.5771, -0.1375, 0.5531], [-0.0252, -0.6929, 1.1382], [-0.4849, 0.7687, 0.2048]],
  "mulliken_charge": [-0.558, -0.342, -1.135, 0.114, 1.280, -1.691, 0.343, 0.592, 0.483, 0.233, 0.228, 0.316, 0.350, 0.306, 0.481],
  "smiles": "C#C[C@@](C)(N)[NH3+]",
  "orbital_gap_ev": 11.539,
  "charge": 1,
  "lumo_ev": -3.1,
  "relative_energy_kj_mol": 331.7
}